--- P ---
DFT (the ωB97M-V functional and the def2-TZVPD basis) results for C3H2N2 as an isolated structure.

The geometry in ORCA input format:
```
! wB97M-V def2-TZVPD RIJCOSX def2/J DEFGRID3
* xyz 0 1
C 0.9490 1.7697 0.0235
C 0.7918 0.4981 -0.0296
C -0.6315 -0.1421 0.0054
N 1.2175 -0.8379 -0.0211
N 0.0844 -1.3944 0.0298
H -1.2094 0.0825 0.8965
H -1.2018 0.0241 -0.9045
*
```

Output
E_LUMO: -1.36 eV
HOMO energy: -10.906 eV

--- Q ---
DFT (the ωB97M-V functional and the def2-TZVPD basis) results for C3H2N2 in the gas phase.

The geometry in ORCA input format:
```
! wB97M-V def2-TZVPD RIJCOSX def2/J DEFGRID3
* xyz 0 1
N -2.1397 0.7986 0.6424
C -1.1756 0.4414 0.1180
C -0.0045 -0.2977 -0.3579
C 1.2344 0.1675 0.2757
N 2.2004 0.5107 0.8069
H -0.1984 -1.3256 -0.0364
H 0.0835 -0.2949 -1.4487
*
```

Output
E_LUMO: 0.36 eV
structure (SMILES): N#CCC#N
HOMO energy: -12.367 eV

Relative energies, hartree: P 0.2088; Q 0.0000.

--- P ---
DFT (the ωB97M-V functional and the def2-TZVPD basis) results for C21H22N5O2PdS2 as an isolated structure.

The geometry in ORCA input format:
```
! wB97M-V def2-TZVPD RIJCOSX def2/J DEFGRID3
* xyz -1 1
Pd -0.2890 2.5267 0.2018
S -0.3911 2.0421 2.5084
C 1.2025 1.4122 2.8139
C 1.4963 0.8599 4.0646
C 2.7484 0.3441 4.3655
C 2.9866 -0.2265 5.6595
N 3.1590 -0.6927 6.6972
C 3.7601 0.3850 3.3910
C 3.4796 0.9340 2.1482
C 2.2179 1.4398 1.8343
S 1.9396 2.0876 0.2360
C 5.0685 -0.1382 3.6550
N 6.1218 -0.5604 3.8455
H 0.7190 0.8346 4.8176
H 4.2587 0.9667 1.3970
C -2.5159 -1.5630 -0.6749
C -1.8976 -2.9703 -0.8337
N -0.6967 -3.1091 -0.0092
C 0.3503 -2.2294 -0.5406
C -0.2229 -0.8200 -0.7924
N -1.5013 -0.7042 -0.0229
C -1.2947 -1.1546 1.3801
C -1.0050 -2.6674 1.3533
H -3.4017 -1.5717 -0.0393
H -2.7768 -1.1077 -1.6297
H -1.6159 -3.1508 -1.8722
H -2.6212 -3.7340 -0.5449
H 0.7453 -2.6464 -1.4669
H 1.1555 -2.1842 0.1920
H -0.4874 -0.6769 -1.8371
H 0.4407 -0.0123 -0.4845
H -1.9005 0.3273 -0.0223
H -2.2048 -0.9184 1.9323
H -0.5003 -0.5375 1.7981
H -1.8678 -3.2357 1.7068
H -0.1627 -2.9079 2.0029
O -3.0030 3.6328 -0.2086
N -2.3531 2.6303 -0.0351
O -2.9542 1.5159 -0.0726
C -0.1041 3.0672 -1.8127
C -0.3246 1.9408 -2.7434
C 0.7551 1.2115 -3.2625
C 0.5638 0.1235 -4.0999
C -0.7199 -0.2773 -4.4559
C -1.8041 0.4434 -3.9647
C -1.6103 1.5312 -3.1252
H -0.8580 3.8481 -1.9235
H 0.8886 3.4942 -1.9563
H 1.7604 1.5045 -2.9806
H 1.4234 -0.4168 -4.4799
H -0.8718 -1.1223 -5.1162
H -2.8136 0.1605 -4.2434
H -2.4713 2.0721 -2.7503
*
```

Output
E_LUMO: 2.33 eV
HOMO energy: -4.558 eV

--- Q ---
DFT (the ωB97M-V functional and the def2-TZVPD basis) results for C21H22N5O2PdS2 as an isolated structure.

The geometry in ORCA input format:
```
! wB97M-V def2-TZVPD RIJCOSX def2/J DEFGRID3
* xyz -1 1
Pd -0.0884 0.7879 -0.5448
S -0.2368 2.6520 -1.7532
C 1.0220 2.5298 -2.9606
C 1.0570 3.5255 -3.9402
C 2.0539 3.5782 -4.9018
C 2.0413 4.6235 -5.8820
N 2.0130 5.4679 -6.6633
C 3.0612 2.5978 -4.8933
C 3.0243 1.5987 -3.9333
C 2.0160 1.5237 -2.9669
S 2.0153 0.1882 -1.8522
C 4.1199 2.6106 -5.8593
N 4.9803 2.6174 -6.6235
H 0.2818 4.2810 -3.9422
H 3.7985 0.8429 -3.9294
C 2.1793 -1.4713 2.4339
C 1.6383 -0.4100 1.4659
N 0.3087 -0.8130 0.9421
C 0.4084 -2.1498 0.3545
C 0.6922 -3.1836 1.4683
N 1.0635 -2.4357 2.7121
C -0.1161 -1.6621 3.2314
C -0.6657 -0.8442 2.0564
H 2.4624 -1.0190 3.3836
H 3.0016 -2.0533 2.0157
H 2.3132 -0.2785 0.6248
H 1.4943 0.5373 1.9865
H 1.2019 -2.1331 -0.3920
H -0.5293 -2.3879 -0.1455
H 1.5183 -3.8486 1.2192
H -0.1878 -3.7781 1.7128
H 1.3645 -3.0936 3.4247
H 0.2619 -0.9985 4.0114
H -0.8395 -2.3802 3.6177
H -0.8488 0.1783 2.3747
H -1.5792 -1.2924 1.6815
O 1.1951 0.7071 4.4442
N 0.6981 1.8365 4.1532
O 0.3754 1.9938 2.9671
C -2.0980 0.4424 -1.0244
C -2.9365 -0.1931 0.0072
C -3.2766 -1.5513 -0.0577
C -4.0006 -2.1689 0.9553
C -4.4227 -1.4391 2.0578
C -4.1296 -0.0777 2.1191
C -3.4033 0.5328 1.1138
H -2.5344 1.3899 -1.3367
H -1.9682 -0.2054 -1.8940
H -2.9690 -2.1249 -0.9264
H -4.2467 -3.2222 0.8760
H -4.9881 -1.9150 2.8494
H -4.4598 0.5065 2.9698
H -3.1367 1.5806 1.1928
*
```

Output
E_LUMO: 1.32 eV
HOMO energy: -4.195 eV

Relative energies, hartree: P 0.0000; Q 0.0892.

--- P ---
DFT (the ωB97M-V functional and the def2-TZVPD basis) results for a 2-piece molecular cluster, C4H10 overall.

The geometry in ORCA input format:
```
! wB97M-V def2-TZVPD RIJCOSX def2/J DEFGRID3
* xyz 0 1
C -1.1399 -1.4760 0.6818
C -2.2906 -2.1111 1.5128
H -0.7609 -0.6143 1.0742
H -1.4000 -1.1575 -0.3684
H -0.4388 -2.1971 0.6132
H -3.2755 -1.6825 1.6472
H -2.4306 -3.1217 1.0593
H -2.0845 -2.3700 2.5921
C 2.9201 2.2332 -1.8443
C 1.7399 2.5592 -1.1416
H 2.9368 1.3677 -2.4743
H 3.6154 3.0264 -1.8248
H 0.8811 2.0430 -1.0770
H 1.7276 3.5006 -0.4503
*
```

Output
E_LUMO: 1.07 eV
structure (SMILES): C=C.CC
HOMO energy: -9.849 eV

--- Q ---
DFT (the ωB97M-V functional and the def2-TZVPD basis) results for a 2-piece molecular cluster, C4H10 overall.

The geometry in ORCA input format:
```
! wB97M-V def2-TZVPD RIJCOSX def2/J DEFGRID3
* xyz 0 1
C -0.3324 0.0918 2.3275
H -0.4790 -0.9504 2.6604
H 0.1383 0.0018 1.3488
H 0.3338 0.6275 3.0167
H -1.2585 0.6806 2.4301
C 1.0016 -0.7755 -1.4243
C 0.2897 0.4703 -1.1754
C -1.0119 0.6740 -1.3319
H 1.9417 -0.7831 -1.9474
H 1.2613 -1.2393 -0.4432
H 0.3719 -1.5398 -1.9694
H 0.9454 1.1720 -0.7195
H -1.5844 1.5742 -0.9066
H -1.6176 -0.0040 -1.8658
*
```

Output
E_LUMO: 1.12 eV
structure (SMILES): C=CC.C
HOMO energy: -9.549 eV

--- R ---
DFT (the ωB97M-V functional and the def2-TZVPD basis) results for C4H10 as an isolated structure.

The geometry in ORCA input format:
```
! wB97M-V def2-TZVPD RIJCOSX def2/J DEFGRID3
* xyz 0 1
C -0.0715 -0.7963 0.3215
C -0.0271 -0.3343 1.6235
C 1.1617 1.1975 -0.8154
C -1.3217 -0.7512 -0.5013
H 0.6772 -1.5120 0.0062
H -1.0881 -0.6371 -1.5590
H -1.8746 -1.6825 -0.3578
H -0.8308 0.2680 2.0192
H 0.6892 -0.7228 2.3293
H 0.7416 0.6030 0.3145
H 2.0072 1.7292 -0.3825
H 1.5083 0.6592 -1.6926
H 0.3919 1.9057 -1.1114
H -1.9633 0.0736 -0.1942
*
```

Output
E_LUMO: 1.18 eV
HOMO energy: -7.981 eV

--- S ---
DFT (the ωB97M-V functional and the def2-TZVPD basis) results for C4H10 in the gas phase.

The geometry in ORCA input format:
```
! wB97M-V def2-TZVPD RIJCOSX def2/J DEFGRID3
* xyz 0 1
C -0.6499 -1.7993 -0.1244
C 0.6331 1.7672 0.3404
C 0.6594 0.2658 0.2451
C -0.6103 -0.3210 -0.5083
H -1.2660 -2.1530 -0.9713
H -1.0065 -2.1311 0.8387
H 0.4315 -2.1636 -0.1631
H 1.6491 2.1954 0.6150
H 0.0496 2.0866 1.2751
H 0.2465 2.4000 -0.5033
H 0.4320 -0.0197 1.2812
H 1.5158 -0.0841 -0.3592
H -1.4906 0.3211 -0.3300
H -0.5937 -0.3640 -1.6359
*
```

Output
E_LUMO: 1.27 eV
structure (SMILES): CCCC
HOMO energy: -10.593 eV

Relative energies, hartree: P 0.0431; Q 0.0082; R 0.0785; S 0.0000.

--- P ---
DFT (the ωB97M-V functional and the def2-TZVPD basis) results for an isolated ion of composition C4H10NO2 and charge +1.

The geometry in ORCA input format:
```
! wB97M-V def2-TZVPD RIJCOSX def2/J DEFGRID3
* xyz 1 1
C 0.8348 -1.1593 0.5030
O -0.0668 -1.7185 1.4362
C 0.7510 0.3528 0.5189
C 0.8388 0.9346 -0.9116
C -0.3410 0.5148 -1.7681
O -1.4676 0.7757 -1.4085
N -0.6053 0.7244 1.1415
H 0.5941 -1.5405 -0.4882
H 1.8516 -1.4933 0.7141
H 0.3046 -2.4906 1.8821
H 1.4484 0.9423 1.1058
H 1.7541 0.4968 -1.2985
H 0.9027 2.0121 -0.8776
H -0.1679 -0.1414 -2.6357
H -1.1640 1.1845 0.3975
H -1.1058 -0.1494 1.3541
H -0.5081 1.2318 2.0182
*
```

Output
E_LUMO: -3.56 eV
structure (SMILES): [NH3+][C@@H](CO)CC=O
HOMO energy: -14.687 eV

--- Q ---
DFT (the ωB97M-V functional and the def2-TZVPD basis) results for an isolated ion of composition C4H10NO2 and charge +1.

The geometry in ORCA input format:
```
! wB97M-V def2-TZVPD RIJCOSX def2/J DEFGRID3
* xyz 1 1
C -0.1175 -1.3319 -0.0782
O -1.2938 -2.0263 0.2175
C -0.2355 -0.0034 0.6451
C 1.0292 0.8111 0.5926
C 1.5843 0.9260 -0.8242
O 0.8933 1.4276 -1.6752
N -1.3402 0.7702 -0.0731
H -0.0227 -1.1680 -1.1561
H 0.7888 -1.8434 0.2618
H -1.2857 -2.9309 -0.1196
H -0.5896 -0.1875 1.6531
H 1.7738 0.3551 1.2369
H 0.9888 1.8201 1.0091
H 2.5762 0.5056 -1.0387
H -1.4881 1.6419 0.4343
H -1.0451 0.9863 -1.0337
H -2.2161 0.2475 -0.0515
*
```

Output
E_LUMO: -3.43 eV
structure (SMILES): [NH3+][C@@H](CO)CC=O
HOMO energy: -14.571 eV

Relative energies, hartree: P 0.0071; Q 0.0000.

--- P ---
DFT (the ωB97M-V functional and the def2-TZVPD basis) results for an isolated ion of composition C4H10NO2 and charge +1.

The geometry in ORCA input format:
```
! wB97M-V def2-TZVPD RIJCOSX def2/J DEFGRID3
* xyz 1 1
C -0.5299 -0.7728 -1.2543
O -0.7348 0.0223 -2.5441
C 0.3955 -0.1478 -0.1817
C -0.1339 -0.5982 1.1659
C 0.5687 0.0992 2.2491
O 1.3935 0.9511 1.8963
N 0.4439 1.2459 -0.3502
H -1.5710 -0.9024 -0.7920
H -0.0719 -1.8084 -1.4041
H -1.3280 -0.6200 -3.1073
H 1.4433 -0.4440 -0.3391
H -1.3139 -0.5063 1.3944
H -0.0160 -1.6802 1.0730
H 0.0413 0.1776 3.2582
H 1.1985 1.7080 0.1433
H -0.3255 1.7970 0.1400
H 0.5402 1.4788 -1.3474
*
```

Output
E_LUMO: -3.73 eV
structure (SMILES): [NH3+][C@H](CO)CC=O
HOMO energy: -14.806 eV

--- Q ---
DFT (the ωB97M-V functional and the def2-TZVPD basis) results for a 2-piece molecular cluster, C4H10NO2 overall.

The geometry in ORCA input format:
```
! wB97M-V def2-TZVPD RIJCOSX def2/J DEFGRID3
* xyz 1 1
C 1.5271 0.8291 -0.5921
C 2.3987 1.0264 0.5707
C -2.9848 0.5984 0.3050
C 0.6710 -2.3455 -0.1755
N 0.7711 -0.1524 -0.8423
O -1.8695 -0.0746 -0.2496
O 0.4836 -1.1295 0.0414
H 1.5334 1.5823 -1.3730
H 2.1368 1.9823 1.0290
H 3.4362 1.1290 0.2459
H 2.3148 0.2312 1.3088
H -3.1172 1.5783 -0.1591
H -2.7894 0.7232 1.3653
H -3.9025 0.0193 0.1717
H -2.0773 -0.2420 -1.1787
H 0.2196 -3.0238 0.5446
H 1.2483 -2.7315 -1.0122
*
```

Output
E_LUMO: -6.03 eV
HOMO energy: -13.614 eV

Relative energies, hartree: P 0.0000; Q 0.1047.

--- P ---
DFT (the ωB97M-V functional and the def2-TZVPD basis) results for H5NP4 in the gas phase.

The geometry in ORCA input format:
```
! wB97M-V def2-TZVPD RIJCOSX def2/J DEFGRID3
* xyz 0 1
N -0.1050 -0.7045 -0.5493
P -2.2117 1.6707 0.3980
P -1.6148 -0.6279 0.1923
P 1.8441 1.4682 0.2032
P -0.0464 0.9825 -0.5909
H -2.4661 -1.2570 -0.8700
H -1.7317 -1.5520 1.3002
H 1.2442 1.7412 1.2907
H 1.6072 2.9136 -0.3019
H 0.1206 1.2194 -1.8913
*
```

Output
E_LUMO: -0.40 eV
HOMO energy: -7.901 eV

--- Q ---
DFT (the ωB97M-V functional and the def2-TZVPD basis) results for H5NP4 in the gas phase.

The geometry in ORCA input format:
```
! wB97M-V def2-TZVPD RIJCOSX def2/J DEFGRID3
* xyz 0 1
N -1.5673 -0.1473 -0.6005
P -1.0189 -1.9922 0.1911
P 2.0818 -0.0978 -0.5960
P -0.8875 0.6164 0.6045
P 0.7006 -0.7103 1.0395
H -2.5240 -0.1348 -0.4844
H 3.2048 -0.5605 0.0488
H 1.7619 -1.2619 -1.1478
H -0.6899 1.8687 0.2051
H -1.8696 0.8911 1.5328
*
```

Output
E_LUMO: -0.03 eV
structure (SMILES): PP1#P2N[PH2]12
HOMO energy: -7.039 eV

Relative energies, hartree: P 0.0223; Q 0.0000.